(1)
Here is C29H31F6N4O12P4S2Tl as an isolated structure from the Open Molecules 2025 dataset. Energies are from the ωB97M-V functional and the def2-TZVPD basis.

Structure (XYZ):
```
89
Properties=species:S:1:pos:R:3:forces:R:3:mulliken_charge:R:1
Tl -0.5456 -0.1485 -1.2187 0.093 -0.030 0.053 1.13
C 0.8698 -3.9211 2.6379 0.003 0.025 -0.010 -1.20
N 0.6536 -2.8494 1.6695 -0.025 0.027 0.001 0.77
P -0.8937 -2.0851 1.4790 -0.028 -0.081 -0.034 -0.02
C -1.3629 -1.7592 3.2074 0.043 0.016 0.015 0.55
C -2.7072 -1.7444 3.5776 -0.023 -0.005 -0.008 -0.36
C -3.0625 -1.4119 4.8747 0.003 -0.001 -0.005 -0.84
C -2.0900 -1.0694 5.8059 0.009 0.000 -0.006 -0.75
C -0.7563 -1.0364 5.4268 -0.004 -0.002 0.005 -0.77
C -0.3963 -1.3707 4.1288 0.001 -0.008 -0.009 -0.53
C -1.9255 -3.5567 1.0696 -0.009 0.001 -0.002 1.32
C -2.1632 -3.7734 -0.2867 0.008 0.008 -0.010 -0.41
C -2.8484 -4.8992 -0.7200 -0.011 -0.006 0.001 -0.91
C -3.3178 -5.8235 0.2019 0.002 0.004 -0.004 -0.61
C -3.1074 -5.6098 1.5572 0.002 0.005 -0.001 -0.72
C -2.4197 -4.4834 1.9861 0.009 0.001 0.012 -0.42
P 1.8586 -2.3136 0.5933 -0.013 -0.001 0.058 0.44
C 2.5203 -3.9207 -0.0126 -0.010 0.002 0.002 0.17
C 1.6139 -4.9176 -0.3822 -0.009 -0.001 0.006 -0.24
C 2.0534 -6.1034 -0.9485 0.000 -0.008 -0.005 -0.63
C 3.4096 -6.3133 -1.1684 -0.002 0.007 0.004 -0.47
C 4.3181 -5.3262 -0.8165 -0.004 0.001 -0.003 -0.60
C 3.8769 -4.1403 -0.2424 0.007 0.004 -0.004 -0.56
C 3.2622 -1.7326 1.6239 -0.002 0.012 -0.006 0.51
C 3.7187 -0.4499 1.3294 -0.020 -0.009 0.014 -0.61
C 4.7645 0.1195 2.0473 0.000 -0.002 -0.003 -0.38
C 5.3549 -0.5937 3.0774 0.006 0.008 0.001 -0.44
C 4.9100 -1.8763 3.3827 -0.002 -0.008 0.006 -0.80
C 3.8755 -2.4450 2.6571 -0.001 0.002 -0.020 0.16
H -0.0135 -4.5583 2.6969 0.001 0.001 0.007 0.16
H 1.0791 -3.5335 3.6371 0.011 0.001 0.004 0.18
H 1.7040 -4.5486 2.3215 -0.006 -0.012 0.001 0.55
H -3.4713 -1.9381 2.8320 0.012 0.005 0.004 0.63
H -4.1104 -1.3909 5.1495 0.001 0.001 0.003 0.41
H -2.3740 -0.7989 6.8165 -0.002 0.001 0.001 0.32
H 0.0053 -0.7253 6.1316 0.000 0.000 0.000 0.42
H 0.6418 -1.2988 3.8214 0.000 -0.004 0.000 0.29
H -1.8509 -3.0273 -1.0075 -0.001 -0.003 0.006 0.25
H -3.0390 -5.0368 -1.7772 0.000 0.003 0.000 0.46
H -3.8654 -6.6968 -0.1329 0.001 0.000 0.001 0.36
H -3.4889 -6.3161 2.2854 -0.002 -0.001 -0.002 0.37
H -2.2847 -4.3130 3.0472 -0.001 0.002 0.003 0.35
H 0.5526 -4.7628 -0.2138 0.009 0.002 -0.001 0.12
H 1.3323 -6.8648 -1.2205 0.002 0.000 -0.001 0.43
H 3.7538 -7.2398 -1.6121 0.000 0.000 0.000 0.35
H 5.3778 -5.4779 -0.9846 0.000 -0.001 -0.001 0.39
H 4.5972 -3.3798 0.0341 -0.001 0.002 0.002 0.36
H 3.2325 0.1131 0.5417 0.012 0.001 0.001 0.36
H 5.0884 1.1248 1.8077 0.000 -0.001 -0.002 0.36
H 6.1593 -0.1499 3.6521 0.000 -0.001 0.001 0.36
H 5.3724 -2.4331 4.1897 -0.001 -0.002 0.000 0.36
H 3.5516 -3.4512 2.8902 0.004 -0.010 0.008 0.34
N -4.0289 2.0600 -1.1497 0.029 -0.034 -0.006 -0.13
C -4.1194 1.2427 0.1164 -0.010 0.021 0.002 0.79
C -5.3700 1.6212 0.8958 -0.004 -0.017 -0.016 -1.93
P -2.5612 1.6392 1.0212 0.030 -0.007 -0.005 0.88
O -2.8576 3.2066 1.3695 -0.011 0.001 0.022 -0.67
O -2.4097 0.8112 2.2296 0.012 0.013 -0.001 -0.51
O -1.4998 1.6781 -0.0705 -0.061 -0.011 -0.012 -0.93
P -4.1731 -0.5613 -0.3686 -0.034 -0.007 0.063 0.67
O -5.4963 -0.5899 -1.2983 0.019 -0.027 0.018 -0.60
O -4.4324 -1.3849 0.8326 0.011 0.008 -0.004 -0.84
O -2.9634 -0.7825 -1.2427 0.029 0.026 -0.122 -0.70
H -4.2594 3.0292 -0.9394 0.027 0.007 0.004 0.37
H -4.6211 1.7221 -2.0023 -0.061 0.092 0.024 0.46
H -3.0425 2.0453 -1.4336 0.003 -0.014 0.000 0.25
H -5.3650 2.6837 1.1529 0.002 -0.002 0.002 0.46
H -5.3842 1.0413 1.8173 0.000 0.004 0.001 0.34
H -6.2682 1.3814 0.3234 -0.002 0.002 0.001 0.48
H -2.0157 3.5791 1.6804 -0.003 0.004 -0.008 0.44
H -5.3538 -0.2093 -2.1834 -0.001 0.009 -0.012 0.41
F 1.9433 3.3620 4.5207 0.007 0.002 0.014 -0.24
C 1.5764 2.1763 4.0201 0.000 -0.008 -0.023 0.32
F 0.5336 1.7351 4.7227 -0.007 0.011 0.002 -0.19
F 2.5884 1.3201 4.1918 0.005 0.005 0.008 -0.19
S 1.0984 2.3034 2.2433 -0.067 -0.006 0.001 1.11
O 0.8871 0.9515 1.8210 0.008 0.008 0.007 -0.15
O 0.0014 3.2336 2.2572 0.020 -0.009 -0.008 -0.71
N 2.4473 2.9580 1.7377 0.008 0.017 0.017 -0.64
S 2.9478 3.0024 0.2602 0.010 -0.025 0.013 1.05
O 2.3740 2.0258 -0.6229 0.001 0.025 -0.030 -0.64
O 4.3706 3.2017 0.2440 0.005 0.001 -0.012 -0.71
C 2.2866 4.6081 -0.3619 0.031 0.016 0.005 0.50
F 0.9574 4.6187 -0.3657 -0.014 -0.012 -0.001 -0.18
F 2.7142 5.6305 0.3916 -0.007 -0.008 -0.006 -0.26
F 2.7140 4.8205 -1.6156 -0.007 -0.001 -0.005 -0.24
O -5.2816 1.3511 -3.3344 0.024 -0.057 -0.006 -0.64
N -4.3209 1.6006 -4.1580 -0.054 0.022 -0.001 0.13
O -4.5748 1.3957 -5.3265 -0.002 0.009 -0.011 -0.51
```
Positions in Å, forces in eV/Å.

As for the charge: -2. The lowest unoccupied orbital energy comes out at 3.94 eV. The highest occupied orbital energy is -3.723 eV. The calculation puts the energy above the lowest of the compared OMol25 structures with the same formula, charge and spin at 0.0 kcal per mole.

(2)
Here is a 2-piece molecular cluster, C29H31N3O4 overall from the Open Molecules 2025 dataset. Energies are from the ωB97M-V functional and the def2-TZVPD basis.

Structure (XYZ):
```
67
Properties=species:S:1:pos:R:3:forces:R:3:mulliken_charge:R:1
C 5.0331 -2.0371 1.4803 0.072 -0.395 -0.176 -0.95
N 3.8674 -1.1842 1.4748 0.064 0.597 0.345 0.29
C 3.8377 -0.0093 2.1699 0.712 0.039 0.634 0.29
O 4.7406 0.4291 2.8758 -1.215 -0.419 -0.970 -0.71
C 2.4722 0.6362 1.9109 0.206 0.026 0.722 -0.01
C 2.5945 1.9855 1.1919 -0.027 0.073 -0.363 -0.67
C 3.3572 3.0164 1.9979 -0.020 0.105 0.015 0.53
C 4.5417 3.5664 1.4964 -0.101 -0.145 0.362 -0.35
C 5.2846 4.4562 2.2755 -0.257 0.003 0.105 -0.59
C 4.8232 4.8288 3.5452 -0.131 -0.218 -0.201 -0.42
C 3.6182 4.3050 4.0304 -0.048 -0.101 -0.235 -0.71
C 2.8803 3.4061 3.2527 0.443 0.145 -0.055 -0.24
N 1.7791 -0.3904 1.1193 -1.645 0.487 -0.391 0.59
C 0.5024 -0.2305 0.7153 0.980 -0.023 0.202 0.29
C -0.1919 -1.1522 -0.0641 -0.266 -0.654 -0.547 1.38
C -1.4978 -1.0398 -0.5186 0.465 0.158 1.153 -0.96
C -2.1514 -2.1111 -1.2292 -0.852 -1.477 -0.856 1.15
C -1.4760 -3.3072 -1.6018 -0.285 -0.013 -0.349 -0.47
C -2.1252 -4.3002 -2.3615 -0.709 1.846 0.802 -0.28
N -1.4051 -5.4705 -2.7514 1.518 -2.816 -0.971 0.98
O -2.0044 -6.3279 -3.4418 1.139 1.771 1.390 -0.61
O -0.2101 -5.6026 -2.3950 -2.266 0.452 -0.558 -0.60
C -3.4663 -4.1577 -2.7533 0.421 0.221 0.247 -0.46
C -4.1595 -3.0127 -2.3510 0.179 -0.175 0.133 -0.69
C -3.5344 -2.0335 -1.5789 0.630 0.363 0.000 -0.62
C 2.6245 -1.5619 0.8123 0.502 -0.448 -0.204 0.20
C 2.8844 -1.7260 -0.6919 -0.013 0.214 -0.065 -1.57
C 2.0934 -2.8606 1.4379 -0.083 0.148 0.197 -1.58
H 5.8340 -1.5441 2.0341 -0.239 0.021 -0.068 0.38
H 4.8090 -3.0006 1.9525 0.104 0.164 0.001 0.30
H 5.3680 -2.2306 0.4550 0.028 0.062 0.176 0.31
H 1.9624 0.7798 2.8836 0.222 -0.137 -0.420 0.29
H 3.1055 1.8158 0.2299 -0.241 0.094 0.224 0.34
H 1.5741 2.3448 0.9787 0.316 -0.044 -0.039 0.44
H 4.8866 3.2575 0.5060 -0.014 0.147 0.333 0.32
H 6.2256 4.8518 1.8898 -0.292 -0.061 0.143 0.36
H 5.4012 5.5262 4.1543 -0.178 -0.234 -0.184 0.37
H 3.2476 4.5869 5.0171 0.150 -0.024 -0.286 0.37
H 1.9413 2.9811 3.6180 0.287 0.226 0.020 0.36
H 0.0110 0.6970 1.0276 0.224 -0.259 -0.099 0.53
H 0.3352 -2.0660 -0.3215 -0.199 0.443 0.009 -1.46
H -2.0750 -0.1718 -0.2262 -0.159 -0.002 -0.284 0.38
H -0.4367 -3.4930 -1.3326 -0.335 0.039 -0.190 0.57
H -3.9237 -4.9454 -3.3472 0.057 0.269 0.128 0.49
H -5.2009 -2.8890 -2.6529 0.340 0.014 0.183 0.40
H -4.0870 -1.1515 -1.2537 0.094 -0.142 -0.261 0.39
H 3.3799 -0.8252 -1.0790 -0.115 -0.254 0.066 0.33
H 3.5346 -2.5951 -0.8493 -0.174 0.231 -0.015 0.48
H 1.9588 -1.8781 -1.2506 0.301 -0.019 0.008 0.43
H 2.0334 -2.7412 2.5283 0.008 -0.084 -0.262 0.37
H 1.1016 -3.1188 1.0609 0.232 -0.073 0.110 0.35
H 2.7831 -3.6800 1.2004 -0.234 0.187 0.078 0.48
C -6.1927 3.1625 -0.1152 0.016 0.118 0.075 -1.42
C -5.5312 2.4636 -1.2782 -0.169 0.127 -0.418 1.03
C -6.3185 2.0430 -2.3590 -0.109 -0.122 -0.051 -0.43
C -5.7149 1.4114 -3.4561 -0.269 0.437 0.212 -0.39
C -4.3581 1.1671 -3.4822 0.804 -0.384 0.862 -0.57
C -3.5299 1.4033 -2.3018 -1.916 0.448 -0.094 0.02
O -2.4043 0.8576 -2.1218 1.183 0.109 -0.108 -0.78
C -4.1661 2.2386 -1.2930 0.393 -0.820 -0.227 -0.61
H -5.4534 3.3975 0.6567 -0.150 0.014 -0.043 0.33
H -6.6764 4.0977 -0.4273 0.121 -0.163 0.045 0.31
H -6.9729 2.5331 0.3334 0.175 0.094 -0.080 0.31
H -7.3944 2.2336 -2.3376 0.289 -0.122 -0.074 0.34
H -6.3358 1.1104 -4.3009 0.153 0.123 0.100 0.35
H -3.8824 0.6821 -4.3304 -0.082 -0.065 0.089 0.46
H -3.5513 2.5740 -0.4583 -0.035 -0.120 -0.029 0.26
```
Positions in Å, forces in eV/Å.

The lowest unoccupied orbital energy comes out at -2.24 eV. The highest occupied orbital energy is -5.856 eV. The calculation puts the energy above the lowest of the compared OMol25 structures with the same formula, charge and spin at 157.2 kcal per mole.

(3)
Here is C29H31N6O4W as an isolated structure from the Open Molecules 2025 dataset. Energies are from the ωB97M-V functional and the def2-TZVPD basis.

Structure (XYZ):
```
71
Properties=species:S:1:pos:R:3:forces:R:3:mulliken_charge:R:1
W -0.1424 -0.0571 0.5140 0.549 2.523 -0.136 0.61
O 5.2432 -1.3318 0.2713 0.144 -0.254 0.039 -0.71
C 4.6286 -2.5338 0.2474 -0.141 0.368 -0.066 0.22
C 5.3999 -3.6867 0.2975 0.189 -0.242 -0.003 -0.69
C 4.8014 -4.9359 0.2447 -0.075 0.168 0.021 -0.36
C 3.4195 -5.0471 0.1318 -0.024 -0.182 -0.020 -1.06
C 2.6417 -3.9060 0.1077 0.089 0.299 0.034 -0.20
C 3.2298 -2.6386 0.1831 0.099 -0.564 0.099 0.06
C 2.3772 -1.4627 0.2299 0.044 0.926 0.058 0.75
O 1.1162 -1.6122 0.5384 0.634 -0.691 -0.099 0.14
N 2.8363 -0.2609 0.0232 -0.079 -0.338 -0.107 -1.41
N 1.8067 0.6296 0.1408 -1.158 -0.711 0.686 0.80
C 2.0454 1.9261 -0.1761 -0.264 1.019 -0.355 -1.36
C 0.9052 2.6798 -0.3396 0.867 -1.250 0.269 1.14
C 0.8695 4.0445 -0.7083 -0.668 0.948 -0.247 -1.09
C -0.3240 4.6620 -0.9414 0.907 -0.254 0.101 -0.10
C -1.5138 3.9003 -0.8134 -0.498 -0.338 0.040 -0.88
C -1.4466 2.5968 -0.4236 -0.147 0.218 -0.050 -0.32
N -0.2793 1.9546 -0.1420 0.287 0.139 -0.121 0.00
H 4.5474 -0.6394 0.1756 -0.041 0.083 -0.024 0.54
H 6.4757 -3.5898 0.3739 -0.015 0.047 -0.001 0.44
H 5.4143 -5.8271 0.2959 0.026 0.005 -0.041 0.37
H 2.9510 -6.0208 0.0636 0.018 0.004 0.019 0.41
H 1.5629 -3.9545 0.0227 -0.008 -0.035 0.040 0.37
H 3.0447 2.2816 -0.3818 0.014 -0.078 0.050 0.37
H 1.8046 4.5795 -0.8117 0.038 -0.044 0.026 0.41
H -0.3579 5.7059 -1.2241 -0.013 0.018 -0.020 0.40
H -2.4815 4.3410 -1.0108 -0.004 -0.028 0.018 0.36
H -2.3430 2.0103 -0.2907 -0.012 0.006 0.013 0.51
C -2.2414 0.8983 3.5804 0.035 -0.089 -0.230 -2.02
C -1.6140 -0.0236 2.5274 -0.585 -0.279 0.990 1.93
O -1.8801 0.5435 1.2734 0.401 0.327 -0.032 -0.77
C -2.1926 -1.4268 2.5763 0.009 0.070 -0.186 -1.91
C -2.0363 -2.2234 1.4977 -0.244 0.041 0.355 1.54
C -2.5457 -3.6323 1.4336 0.062 0.113 -0.118 -1.58
N -1.3443 -1.7215 0.4227 0.339 -0.130 -0.400 1.14
N -1.1173 -2.5096 -0.6647 0.078 -0.262 -0.088 -1.00
C -0.5020 -1.8347 -1.5854 -0.635 -0.231 0.354 0.14
O -0.2527 -0.5407 -1.4211 0.030 -0.809 -0.406 -0.78
C -0.0010 -2.5173 -2.7828 0.130 0.036 -0.421 0.58
C -0.2285 -3.8796 -2.9951 -0.048 0.119 0.081 -0.21
C 0.3144 -4.5135 -4.0974 0.008 -0.036 -0.055 -0.72
C 1.0944 -3.8046 -5.0042 0.025 0.042 0.001 -0.37
C 1.3266 -2.4523 -4.7976 0.021 -0.102 -0.105 -0.75
C 0.7837 -1.8113 -3.6961 -0.106 0.015 0.186 -0.32
H -1.6067 1.7742 3.7114 -0.067 0.025 0.028 0.35
H -2.3958 0.3938 4.5328 0.007 0.099 0.007 0.40
H -3.2079 1.2197 3.1913 -0.016 -0.038 -0.012 0.47
H -2.7044 -1.7748 3.4641 -0.035 -0.041 -0.038 0.24
H -3.1106 -3.8662 2.3341 -0.009 0.010 0.011 0.41
H -1.7035 -4.3224 1.3430 -0.037 -0.025 -0.030 0.27
H -3.1767 -3.7727 0.5553 0.001 -0.051 0.013 0.34
H -0.8245 -4.4204 -2.2723 0.004 -0.019 -0.013 0.44
H 0.1385 -5.5711 -4.2537 -0.014 0.002 0.024 0.37
H 1.5279 -4.3082 -5.8596 -0.008 0.004 -0.001 0.38
H 1.9427 -1.8989 -5.4957 -0.004 0.019 0.014 0.39
H 0.9716 -0.7624 -3.5093 0.006 0.005 -0.017 0.45
C 2.1158 -0.0893 3.4011 -0.157 -0.009 -0.029 -1.72
C 0.6813 -0.5998 3.5955 0.334 0.066 0.076 2.07
C 0.7160 -2.1428 3.6399 -0.071 0.207 -0.125 -1.69
C 0.2124 -0.1006 4.9678 -0.066 0.022 -0.077 -1.95
N -0.1249 -0.0400 2.5015 -0.288 -0.737 0.068 -0.10
H 2.7419 -0.3934 4.2430 -0.036 0.021 0.025 0.54
H 2.1202 0.9993 3.3193 0.020 -0.008 -0.008 0.32
H 2.5536 -0.5023 2.5005 0.098 -0.003 -0.162 0.28
H 1.5086 -2.4683 4.3193 -0.032 0.022 0.028 0.52
H 0.9200 -2.5413 2.6497 0.027 -0.066 -0.045 0.11
H -0.2342 -2.5457 3.9862 -0.020 -0.040 0.011 0.38
H 0.9474 -0.3876 5.7217 0.009 -0.036 0.004 0.49
H -0.7446 -0.5424 5.2456 0.052 0.018 0.043 0.30
H 0.1180 0.9864 4.9719 0.016 -0.035 0.059 0.33
```
Positions in Å, forces in eV/Å.

As for the charge: -1. The lowest unoccupied orbital energy (alpha / beta) comes out at 2.84 / 2.84 eV. The highest occupied orbital energy (alpha / beta) is -2.833 / -2.834 eV. The calculation puts the energy above the lowest of the compared OMol25 structures with the same formula, charge and spin at 0.0 kcal per mole.